Entry 1:
The following is a DFT calculation (ωB97M-V/def2-TZVPD) of an isolated molecule of C4H7NO at a distorted geometry.

Properties
2S+1 = 1
E = -286.4910 Ha
Kohn-Sham gap = 8.7239 eV

Geometry (Å):
O (2.745, 0.151, 0.558)
C (1.792, 0.619, -0.296)
C (0.564, 0.627, 0.263)
N (-0.659, 0.513, -0.415)
C (-1.098, -0.823, -0.794)
C (-1.755, -0.090, 0.316)
H (2.078, -0.281, 1.147)
H (2.116, 0.938, -1.285)
H (0.543, 0.992, 1.294)
H (-0.477, -1.681, -0.519)
H (-1.567, -0.887, -1.772)
H (-2.719, 0.390, 0.178)
H (-1.562, -0.467, 1.325)

Which charges does Löwdin predict for the atoms? In e, they are: -0.022 -0.173 -0.171 -0.109 -0.136 -0.151 0.098 0.124 0.128 0.109 0.099 0.099 0.106

---

Entry 2:
The following is a DFT calculation (ωB97M-V/def2-TZVPD) of a cluster of 2 separate species, C3H7NO2 in total at a distorted geometry.

Properties
2S+1 = 1
E = -323.6560 Ha
Kohn-Sham gap = 10.5032 eV

Geometry (Å):
O (1.214, 2.315, 0.042)
C (0.536, 1.462, -0.485)
C (-0.226, 0.428, 0.242)
N (-0.611, -0.779, -0.436)
C (-1.215, -1.837, 0.205)
O (-1.375, -1.920, 1.403)
H (0.278, 1.468, -1.563)
H (-0.966, 1.348, 0.156)
H (-0.002, 0.205, 1.290)
H (-0.484, -0.854, -1.434)
H (-1.561, -2.623, -0.497)
H (2.245, 0.763, 0.526)
H (2.166, 0.024, 0.552)

Which charges does Löwdin predict for the atoms? In e, they are: -0.011 -0.384 -0.182 0.027 -0.347 0.031 0.135 0.180 0.132 0.132 0.133 0.070 0.083

---

Entry 3:
The following is a DFT calculation (ωB97M-V/def2-TZVPD) of a structure of composition C51H54As2Br2N3O3RuS at a distorted geometry.

Properties
expectation value of S² = 0.767
charge = +2
2S+1 = 2
E = -12477.8053 Ha
Kohn-Sham gap (alpha / beta) = 3.8239 / 3.8323 eV

Geometry (Å):
Ru (0.118, 0.874, 0.387)
C (1.815, 0.917, -7.663)
O (1.842, 0.923, -6.248)
C (3.017, 0.795, -5.602)
C (4.269, 0.657, -6.197)
C (5.400, 0.535, -5.411)
C (5.312, 0.560, -4.023)
C (4.082, 0.694, -3.413)
C (2.928, 0.799, -4.186)
N (1.671, 1.006, -3.621)
C (1.204, 0.482, -2.454)
N (1.853, -0.622, -2.026)
C (1.616, -1.438, -0.934)
C (0.902, -1.037, 0.201)
C (0.798, -1.973, 1.234)
C (1.363, -3.229, 1.157)
C (2.061, -3.623, 0.023)
C (2.191, -2.736, -1.028)
O (2.825, -3.007, -2.199)
C (3.463, -4.265, -2.324)
N (0.178, 0.999, -1.808)
C (-0.524, 2.036, -2.482)
C (-0.485, 3.356, -2.044)
C (-1.171, 4.355, -2.711)
C (-1.909, 4.061, -3.844)
C (-1.911, 2.768, -4.329)
C (-1.210, 1.763, -3.681)
O (-1.105, 0.538, -4.305)
C (-1.970, -0.468, -3.819)
H (0.764, 1.006, -7.931)
H (2.216, -0.016, -8.068)
H (2.372, 1.762, -8.077)
H (4.368, 0.652, -7.271)
H (6.363, 0.436, -5.885)
H (6.207, 0.497, -3.425)
H (4.017, 0.778, -2.338)
H (1.023, 1.516, -4.210)
H (2.518, -1.021, -2.683)
H (0.293, -1.703, 2.154)
H (1.271, -3.912, 1.987)
H (2.489, -4.610, -0.014)
H (4.286, -4.356, -1.611)
H (3.853, -4.306, -3.337)
H (2.762, -5.091, -2.179)
H (0.156, 3.614, -1.218)
H (-1.113, 5.369, -2.349)
H (-2.448, 4.830, -4.371)
H (-2.429, 2.507, -5.237)
H (-2.154, -1.152, -4.646)
H (-2.917, -0.043, -3.472)
H (-1.491, -1.009, -2.993)
Br (-1.218, 3.033, 1.094)
C (0.183, 4.272, 1.151)
Br (2.275, 2.618, 0.255)
H (0.543, 4.509, 2.137)
H (0.115, 5.068, 0.430)
C (-0.621, 0.454, 4.073)
C (-1.438, -0.772, 3.721)
As (-2.170, -0.638, 1.873)
C (-3.253, -2.279, 1.999)
C (-4.586, -2.265, 1.596)
C (-5.369, -3.399, 1.721)
C (-4.826, -4.565, 2.239)
C (-3.494, -4.594, 2.620)
C (-2.707, -3.462, 2.487)
C (-3.598, 0.672, 2.125)
C (-3.971, 1.440, 1.025)
C (-4.959, 2.403, 1.141)
C (-5.589, 2.601, 2.358)
C (-5.243, 1.821, 3.450)
C (-4.254, 0.860, 3.336)
As (0.832, 0.920, 2.810)
C (1.354, 2.545, 3.759)
C (2.705, 2.818, 3.953)
C (3.096, 3.914, 4.703)
C (2.146, 4.757, 5.257)
C (0.799, 4.508, 5.049)
C (0.405, 3.413, 4.300)
C (2.366, -0.225, 3.205)
C (2.496, -0.905, 4.410)
C (3.608, -1.696, 4.649)
C (4.611, -1.793, 3.698)
C (4.499, -1.104, 2.501)
C (3.375, -0.336, 2.252)
H (-0.190, 0.380, 5.082)
H (-1.289, 1.327, 4.067)
H (-2.285, -0.870, 4.410)
H (-0.845, -1.687, 3.823)
H (-5.011, -1.353, 1.191)
H (-6.407, -3.372, 1.423)
H (-5.435, -5.450, 2.342)
H (-3.064, -5.498, 3.027)
H (-1.663, -3.502, 2.774)
H (-3.476, 1.268, 0.069)
H (-5.234, 2.999, 0.284)
H (-6.361, 3.348, 2.454)
H (-5.748, 1.958, 4.394)
H (-4.016, 0.244, 4.195)
H (3.446, 2.162, 3.510)
H (4.147, 4.109, 4.853)
H (2.451, 5.610, 5.844)
H (0.050, 5.165, 5.465)
H (-0.655, 3.258, 4.128)
H (1.726, -0.819, 5.167)
H (3.689, -2.236, 5.580)
H (5.484, -2.396, 3.896)
H (5.285, -1.172, 1.763)
H (3.274, 0.189, 1.307)
C (-4.183, -2.872, -1.896)
S (-2.717, -2.178, -1.092)
C (-1.809, -3.703, -0.747)
H (-3.888, -3.401, -2.797)
H (-4.846, -2.050, -2.146)
H (-4.673, -3.547, -1.198)
H (-2.485, -4.425, -0.300)
H (-1.010, -3.454, -0.054)
H (-1.398, -4.093, -1.673)

These are the Löwdin partial charges, in e, on atoms 1 to 99: 0.592 -0.050 -0.078 -0.209 -0.002 -0.065 -0.077 -0.034 -0.161 0.172 -0.351 0.170 -0.161 -0.222 -0.220 -0.073 0.001 -0.205 -0.081 -0.048 0.014 -0.225 -0.106 -0.072 -0.054 0.019 -0.250 -0.109 -0.089 0.099 0.102 0.103 0.113 0.112 0.107 0.106 0.144 0.143 0.021 0.119 0.115 0.106 0.103 0.100 -0.007 0.108 0.114 0.132 0.101 0.096 0.016 0.862 -0.329 0.373 0.001 0.034 -0.397 -0.410 1.302 -0.407 -0.134 -0.067 -0.060 -0.068 -0.124 -0.433 -0.211 -0.076 -0.056 -0.054 -0.093 1.190 -0.398 -0.104 -0.049 -0.053 -0.067 -0.165 -0.386 -0.087 -0.058 -0.056 -0.056 -0.143 0.091 0.049 0.080 0.063 0.105 0.116 0.114 0.113 0.095 0.085 0.114 0.115 0.116 0.104 0.099

---

Entry 4:
The following is a DFT calculation (ωB97M-V/def2-TZVPD) of a structure of composition C27H22F3IrN3O5PS4Te2 at a distorted geometry.

Properties
charge = -2
2S+1 = 1
E = -4456.6991 Ha
Kohn-Sham gap (alpha / beta) = 5.5362 / 5.5368 eV

Geometry (Å):
Ir (1.271, 0.056, 1.416)
O (-0.494, 3.610, 5.831)
C (0.148, 3.108, 4.943)
S (1.384, 1.868, 5.192)
C (1.828, 1.660, 3.516)
C (1.151, 2.426, 2.612)
S (1.463, 2.324, 0.901)
S (-0.045, 3.543, 3.237)
S (3.004, 0.476, 3.035)
C (-1.904, -3.567, 2.148)
C (-2.892, -2.477, 2.503)
O (-2.260, -1.201, 2.586)
P (-1.319, -0.715, 3.812)
O (0.080, -0.646, 3.288)
Te (-1.750, -1.902, 5.800)
O (-1.766, 0.833, 3.916)
C (-2.957, 1.275, 4.543)
C (-4.089, 1.400, 3.542)
H (-2.438, -4.495, 1.943)
H (-1.211, -3.746, 2.969)
H (-1.317, -3.305, 1.268)
H (-3.394, -2.684, 3.453)
H (-3.651, -2.365, 1.725)
H (-2.717, 2.244, 4.988)
H (-3.222, 0.586, 5.353)
H (-3.882, 2.181, 2.811)
H (-5.015, 1.648, 4.065)
H (-4.230, 0.461, 3.009)
F (4.705, -1.608, -7.164)
C (3.527, -1.027, -6.825)
F (2.586, -1.652, -7.566)
F (3.595, 0.239, -7.285)
C (3.244, -1.099, -5.356)
C (2.721, -2.272, -4.817)
C (2.456, -2.354, -3.465)
C (2.708, -1.255, -2.638)
C (3.253, -0.091, -3.179)
C (3.522, -0.011, -4.533)
C (2.366, -1.350, -1.242)
C (2.169, -0.904, -0.027)
H (2.524, -3.120, -5.460)
H (2.044, -3.253, -3.028)
H (3.457, 0.751, -2.529)
H (3.941, 0.893, -4.953)
C (-0.400, 0.545, -1.775)
Te (-0.941, -0.411, 0.061)
C (-1.978, 1.443, 0.461)
C (-1.716, 2.383, -0.680)
C (-2.208, 3.687, -0.676)
C (-1.990, 4.533, -1.749)
C (-1.268, 4.082, -2.847)
C (-0.763, 2.793, -2.853)
C (-0.978, 1.936, -1.776)
H (-0.754, -0.045, -2.621)
H (0.687, 0.569, -1.817)
H (-1.666, 1.849, 1.423)
H (-3.044, 1.214, 0.534)
H (-2.758, 4.039, 0.189)
H (-2.378, 5.544, -1.732)
H (-1.093, 4.737, -3.691)
H (-0.180, 2.443, -3.697)
O (0.308, -2.382, -0.847)
N (1.623, -2.317, -0.529)
C (2.247, -3.564, -0.138)
C (3.618, -3.697, -0.303)
N (4.764, -3.818, -0.447)
C (1.453, -4.582, 0.383)
N (0.821, -5.464, 0.791)

Which charges does Löwdin predict for the atoms? In e, they are: 0.660 -0.082 -1.022 0.980 -1.186 -1.150 0.556 0.952 0.520 -0.092 -0.345 -0.414 0.053 -0.507 0.338 -0.331 -0.315 -0.071 0.077 0.061 0.042 0.050 0.110 0.106 0.041 0.064 0.071 0.067 0.120 -0.576 0.120 0.117 -0.140 -0.005 0.022 -0.144 -0.004 -0.016 -0.219 -0.175 0.119 0.127 0.125 0.114 -0.356 1.566 -0.400 -0.297 -0.048 -0.106 -0.107 -0.050 -0.284 0.070 0.039 0.020 0.057 0.110 0.090 0.090 0.110 -0.353 -0.300 -0.267 -0.296 0.080 -0.272 0.088

---

Entry 5:
The following is a DFT calculation (ωB97M-V/def2-TZVPD) of a structure of composition C22H25BF4N7O6S2Zr.

Properties
charge = +1
2S+1 = 1
E = -2956.0431 Ha
Kohn-Sham gap = 7.5644 eV

Geometry (Å):
Zr (0.291, -1.339, -1.044)
O (2.130, -2.623, 1.762)
C (1.540, -1.590, 1.881)
N (1.345, -0.709, 0.748)
C (2.496, 0.043, 0.580)
O (3.293, 0.289, 1.455)
C (2.804, 0.433, -0.837)
C (3.866, 1.268, -1.115)
C (4.178, 1.517, -2.439)
C (3.430, 0.906, -3.438)
C (2.383, 0.081, -3.082)
N (2.069, -0.148, -1.797)
C (1.074, -1.139, 3.238)
C (1.113, -2.058, 4.281)
C (0.767, -1.625, 5.550)
C (0.423, -0.294, 5.728)
C (0.414, 0.544, 4.621)
N (0.713, 0.133, 3.391)
H (4.419, 1.692, -0.290)
H (5.002, 2.170, -2.693)
H (3.659, 1.055, -4.483)
H (1.777, -0.431, -3.816)
H (1.430, -3.071, 4.081)
H (0.786, -2.308, 6.388)
H (0.174, 0.095, 6.705)
H (0.161, 1.594, 4.725)
O (-2.155, -1.213, -4.155)
S (-1.250, -1.351, -3.078)
O (-1.663, -2.187, -1.899)
O (-0.920, -0.028, -2.335)
O (0.138, -1.835, -3.332)
S (0.458, 2.651, -0.613)
C (0.745, 3.174, -2.179)
N (0.056, 2.594, -3.217)
C (0.216, 2.951, -4.503)
C (1.088, 3.946, -4.813)
C (1.768, 4.530, -3.727)
N (1.619, 4.169, -2.476)
H (-0.545, 1.805, -2.969)
H (-0.376, 2.410, -5.229)
H (1.241, 4.274, -5.829)
H (2.476, 5.334, -3.905)
F (0.318, -4.640, -1.737)
B (0.997, -4.075, -0.732)
F (-0.028, -3.177, 0.041)
F (1.658, -4.840, 0.121)
F (1.785, -2.930, -1.249)
C (-4.109, 0.256, 0.657)
C (-3.022, -0.263, -0.305)
N (-1.779, -0.568, 0.441)
C (-1.470, 0.626, 1.265)
C (-2.479, 0.763, 2.412)
N (-3.679, -0.065, 2.056)
C (-3.324, -1.515, 2.149)
C (-2.049, -1.734, 1.314)
H (-5.068, -0.227, 0.482)
H (-4.241, 1.335, 0.601)
H (-2.793, 0.492, -1.051)
H (-3.347, -1.161, -0.819)
H (-1.503, 1.488, 0.604)
H (-0.466, 0.553, 1.675)
H (-2.807, 1.792, 2.547)
H (-2.087, 0.383, 3.355)
H (-4.439, 0.138, 2.702)
H (-4.173, -2.085, 1.774)
H (-3.170, -1.757, 3.199)
H (-2.165, -2.616, 0.690)
H (-1.193, -1.885, 1.967)

Which charges does Löwdin predict for the atoms? In e, they are: 1.981 0.161 -0.407 -0.044 -0.470 0.129 -0.223 0.028 -0.009 -0.025 -0.090 -0.018 -0.211 0.019 -0.038 -0.043 -0.127 0.113 0.136 0.124 0.118 0.112 0.128 0.117 0.110 0.116 -0.210 0.357 -0.396 -0.501 -0.372 0.700 -0.815 0.073 -0.050 -0.034 -0.105 0.079 0.097 0.142 0.110 0.121 0.241 -1.116 -0.086 0.266 0.011 -0.042 -0.134 -0.177 -0.176 -0.048 -0.080 -0.042 -0.125 0.141 0.141 0.121 0.122 0.049 0.070 0.144 0.121 0.192 0.142 0.142 0.124 0.116

---

Entry 6:
The following is a DFT calculation (ωB97M-V/def2-TZVPD) of a structure of composition C10H10Cl2Sc at a distorted geometry.

Properties
charge = -1
2S+1 = 1
E = -2068.2996 Ha
Kohn-Sham gap = 4.8581 eV

Geometry (Å):
C (0.957, -1.908, 2.928)
C (1.018, -2.045, 1.512)
C (-0.321, -2.068, 1.013)
H (1.930, -2.087, 0.915)
C (-1.221, -1.865, 2.132)
C (-0.429, -1.749, 3.313)
H (-0.805, -1.655, 4.322)
H (1.792, -1.942, 3.626)
H (-0.628, -2.135, -0.029)
H (-2.308, -1.858, 2.096)
Sc (0.065, 0.084, 1.940)
Cl (1.160, 1.139, 3.674)
C (0.188, 2.775, -2.292)
C (-1.044, 2.130, -2.628)
C (-0.732, 0.900, -3.288)
H (-2.040, 2.514, -2.433)
C (0.690, 0.781, -3.353)
C (1.259, 1.940, -2.739)
H (2.320, 2.158, -2.648)
H (0.289, 3.739, -1.804)
H (-1.453, 0.191, -3.689)
H (1.242, -0.036, -3.810)
Cl (-1.929, 0.998, 1.243)

Which charges does Löwdin predict for the atoms? In e, they are: -0.220 -0.188 -0.170 0.116 -0.232 -0.210 0.109 0.104 0.118 0.102 0.406 -0.015 -0.228 -0.229 -0.231 0.048 -0.238 -0.237 0.040 0.044 0.043 0.039 0.028